(1)
45
Properties=species:S:1:pos:R:3:mulliken_charge:R:1 method="wB97M-V/def2-TZVPD" fmax_ev_per_a=3.8 lumo_ev=-7.94 homo_ha=-0.4277 total_charge=+1 de_lowest_kj_mol=0.0 orbital_gap_ev=3.7
C 0.892 -1.408 2.212 -1.243
C 2.085 -0.463 2.010 -0.278
N 2.701 -0.588 0.687 0.113
C 1.742 -0.534 -0.396 -1.521
C 1.058 0.872 -0.497 -0.318
Ga -0.997 0.681 -0.504 -0.619
C -1.442 -1.015 -1.486 -0.731
O -0.539 -1.292 -2.564 -0.397
C -0.323 -2.695 -2.657 -0.761
C -1.795 0.993 1.340 -0.939
C -2.832 0.018 1.900 0.956
C -3.351 -1.184 1.188 -1.038
N -3.313 0.242 3.029 -0.713
B -1.620 2.351 -1.748 -0.176
O -1.771 2.133 -3.022 -0.232
O -1.830 3.586 -1.097 -0.072
C 3.778 0.311 0.553 0.660
C 4.261 0.817 -0.798 -1.014
O 4.373 0.663 1.496 -0.534
H 0.710 -1.589 3.260 0.432
H 1.130 -2.345 1.713 0.388
H -0.002 -1.018 1.730 0.091
H 1.737 0.564 2.159 0.243
H 2.781 -0.657 2.809 0.553
H 2.261 -0.699 -1.331 0.600
H 1.024 -1.340 -0.347 0.191
H 1.397 1.607 0.228 0.772
H 1.318 1.283 -1.471 0.459
H -1.372 -1.830 -0.756 0.690
H -2.469 -1.054 -1.861 0.665
H -1.262 -3.242 -2.679 0.335
H 0.258 -2.865 -3.558 0.244
H 0.281 -3.044 -1.815 0.292
H -2.265 1.974 1.349 0.300
H -0.977 1.061 2.059 0.469
H -3.706 -0.955 0.184 0.268
H -4.191 -1.588 1.737 0.404
H -2.609 -1.972 1.099 0.213
H -2.907 1.092 3.426 0.270
H -0.908 1.836 -3.379 0.387
H -0.971 3.988 -0.850 0.311
H 5.168 0.308 -1.100 0.301
H 4.546 1.847 -0.618 0.332
H 3.510 0.833 -1.578 0.264
Zn -3.560 4.317 -0.057 0.387

=====

(2)
10
Properties=species:S:1:pos:R:3:nbo_charge:R:1 method="wB97M-V/def2-TZVPD" fmax_ev_per_a=2.9 lumo_ev=4.09 homo_ha=-0.1736 total_charge=-1 de_lowest_kj_mol=239.5 orbital_gap_ev=8.8 smiles="O=C([O-])O/C=N/P"
O -0.737 0.279 2.946 -0.681
C 0.337 0.681 2.619 1.015
O 1.363 1.070 3.023 -0.648
O 0.634 0.668 0.886 -0.639
C -0.097 0.132 0.006 0.486
N 0.162 0.237 -1.252 -0.950
P -0.673 -0.274 -2.597 0.494
H -1.029 -0.482 0.251 0.092
H 0.539 -0.532 -3.444 -0.065
H -0.500 -1.780 -2.439 -0.105

=====

(3)
83
Properties=species:S:1:pos:R:3:lowdin_spin:R:1 method="wB97M-V/def2-TZVPD" fmax_ev_per_a=3.4 lumo_ev="-5.84 / -7.11" homo_ha="-0.4876 / -0.4875" total_charge=+2 de_lowest_kj_mol=0.0 orbital_gap_ev="7.4 / 6.2" multiplicity=2
V -0.727 1.240 -2.253 0.003
C -1.799 1.686 -3.872 0.000
C -1.782 0.264 -3.564 0.000
C -1.005 -0.682 -4.437 0.000
C 0.486 -0.357 -4.594 0.000
C 1.024 0.374 -3.430 -0.001
C 0.974 1.775 -3.226 -0.001
C 0.524 2.734 -4.303 0.000
C -0.852 2.323 -4.859 0.000
C 1.812 1.002 1.991 0.009
H -2.637 2.315 -3.548 0.000
H -2.592 -0.223 -3.023 0.000
H -1.452 -0.679 -5.442 0.000
H -1.124 -1.728 -4.102 0.000
H 1.008 -1.313 -4.694 0.000
H 0.689 0.136 -5.548 0.000
H 1.899 -0.159 -3.006 0.000
H 1.442 2.179 -2.317 0.000
H 1.234 2.788 -5.145 0.000
H 0.479 3.734 -3.864 0.000
H -1.321 3.241 -5.230 0.000
H -0.728 1.715 -5.764 0.000
H 0.829 1.484 2.005 0.005
H 2.614 1.769 1.977 0.001
H 1.911 0.437 2.910 0.001
P 2.030 -0.097 0.620 0.001
P -1.557 -0.884 0.940 0.069
N 3.149 0.908 -0.331 0.000
N 2.936 -1.392 1.136 0.000
N -2.518 0.407 0.169 0.012
N -2.895 -1.973 1.047 0.002
C 0.909 -0.807 -0.619 0.002
C -0.486 -1.501 -0.414 0.025
C 3.005 2.293 -0.405 0.000
C 3.939 2.821 -1.302 0.000
C 4.661 1.706 -1.859 0.000
C 4.140 0.545 -1.264 0.000
C 4.050 -1.290 1.972 0.000
C 4.615 -2.536 2.081 0.000
C 3.848 -3.447 1.292 0.000
C 2.827 -2.726 0.717 0.000
C -2.065 1.711 0.435 0.002
C -2.582 2.577 -0.534 0.000
C -3.426 1.781 -1.405 0.001
C -3.327 0.452 -0.981 0.003
C -3.978 -2.382 0.249 0.001
C -4.915 -3.028 1.059 0.000
C -4.405 -2.986 2.395 0.000
C -3.197 -2.353 2.360 -0.001
H 1.539 -1.562 -1.157 0.000
H 0.714 0.096 -1.310 0.000
H -1.055 -1.450 -1.390 0.003
H -0.313 -2.576 -0.223 0.000
H 2.290 2.795 0.217 0.000
H 4.024 3.856 -1.559 0.000
H 5.448 1.797 -2.599 0.000
H 4.464 -0.464 -1.410 0.000
H 4.314 -0.325 2.393 0.000
H 5.492 -2.777 2.671 0.000
H 4.030 -4.506 1.173 0.000
H 2.047 -3.047 0.047 0.000
H -1.599 1.881 1.404 0.001
H -2.518 3.664 -0.491 0.000
H -4.107 2.170 -2.149 0.000
H -3.957 -0.386 -1.248 0.000
H -4.006 -2.238 -0.822 0.000
H -5.866 -3.469 0.772 0.000
H -4.862 -3.372 3.301 0.000
H -2.451 -2.090 3.109 -0.001
C -1.734 0.790 4.992 -0.002
C -0.649 -0.132 4.445 0.068
C 0.669 0.328 5.082 0.059
C -0.930 -1.532 5.017 0.035
O -0.623 -0.093 3.065 0.697
H -1.818 0.708 6.080 -0.001
H -2.702 0.539 4.552 0.000
H -1.501 1.832 4.747 0.000
H 0.612 0.320 6.172 0.007
H 1.490 -0.326 4.787 0.000
H 0.895 1.348 4.767 0.000
H -2.006 -1.767 4.995 0.001
H -0.375 -2.308 4.470 0.000
H -0.624 -1.564 6.077 0.001

=====

(4)
23
Properties=species:S:1:pos:R:3:nbo_charge:R:1 method="wB97M-V/def2-TZVPD" fmax_ev_per_a=1.4 lumo_ev=3.54 homo_ha=-0.1259 total_charge=-1 de_lowest_kj_mol=36.9 orbital_gap_ev=7.0
C 1.342 2.258 1.752 -0.746
C 2.818 2.281 1.995 0.798
O 3.567 1.704 1.041 -0.727
O 3.365 2.797 2.941 -0.633
H 1.031 2.474 0.743 0.253
H 0.831 2.818 2.533 0.213
H 1.036 1.216 1.895 0.250
C -3.292 -1.766 -0.937 -0.606
C 0.013 -0.151 -1.892 -0.327
C -1.280 -0.621 -1.977 -0.206
C 0.824 -0.325 -0.727 0.393
C -1.807 -1.490 -1.019 -0.150
C 0.288 -1.247 0.210 -0.354
C -0.956 -1.833 0.022 -0.190
O 1.902 0.334 -0.536 -0.843
H 0.407 0.492 -2.686 0.194
H -1.820 -0.488 -2.918 0.183
H 3.067 1.059 0.463 0.541
H 0.938 -1.529 1.032 0.195
H -3.841 -0.976 -0.432 0.191
H -3.440 -2.659 -0.345 0.198
H -1.256 -2.553 0.779 0.180
H -3.737 -1.796 -1.938 0.194

=====

(5)
113
Properties=species:S:1:pos:R:3:mulliken_charge:R:1 method="wB97M-V/def2-TZVPD" fmax_ev_per_a=7.7 lumo_ev=-2.13 homo_ha=-0.3654 total_charge=+1 orbital_gap_ev=7.8
C -2.082 -0.321 -1.018 -1.190
C -1.626 1.165 -0.971 0.017
C -1.641 1.709 0.480 -0.840
C -0.522 1.078 1.343 -0.125
O 0.622 1.945 1.397 -0.446
C 1.825 1.241 1.235 0.044
N 2.097 0.578 2.520 -0.376
C 3.467 0.014 2.625 -0.450
C 4.591 0.875 2.029 -0.166
F 5.049 1.713 3.009 -0.350
N 4.230 1.632 0.800 0.504
C 4.306 0.896 -0.502 -0.812
C 4.232 -0.633 -0.465 -0.485
N 4.610 -1.291 -1.723 0.181
C 3.937 -2.589 -1.895 -0.408
C 3.939 -3.463 -0.618 -1.089
C 4.410 -0.463 -2.890 0.355
C 3.005 -0.150 -3.459 -1.007
O 5.337 0.005 -3.445 -0.512
C 2.920 2.310 1.080 -0.981
C 2.600 3.468 0.121 -0.249
C 3.199 4.756 0.712 0.232
O 4.358 4.761 0.950 -0.464
O 2.432 5.861 0.927 -0.475
H -1.497 -0.965 -0.347 0.284
H -3.156 -0.430 -0.823 0.347
H -1.921 -0.662 -2.054 0.366
H -0.615 1.246 -1.405 0.130
H -2.355 1.735 -1.565 0.082
H -1.595 2.808 0.522 0.344
H -2.600 1.435 0.949 0.427
H -0.281 0.060 1.000 0.178
H -0.931 1.022 2.367 0.237
H 1.729 0.535 0.387 0.277
H 1.470 -0.212 2.655 0.353
H 3.506 -0.993 2.168 0.164
H 3.691 -0.118 3.692 0.509
H 5.465 0.258 1.781 0.459
H 4.909 2.409 0.743 0.489
H 3.503 1.258 -1.159 0.288
H 5.239 1.186 -1.013 0.384
H 4.817 -1.121 0.325 0.228
H 3.178 -0.920 -0.250 0.464
H 2.905 -2.526 -2.287 0.256
H 4.515 -3.141 -2.655 0.525
H 4.771 -3.234 0.061 0.297
H 3.855 -4.529 -0.840 0.414
H 3.031 -3.195 -0.048 0.236
H 2.871 0.923 -3.627 0.335
H 2.209 -0.580 -2.828 0.276
H 2.934 -0.691 -4.414 0.333
H 3.025 2.763 2.077 0.444
H 3.136 3.341 -0.837 0.313
H 1.543 3.576 -0.137 0.319
H 2.300 6.294 0.066 0.376
O 1.869 -4.913 1.983 -0.646
P 1.294 -5.904 2.977 0.743
N 0.215 -4.788 3.757 0.200
C -0.219 -4.806 5.142 -0.777
C -0.836 -4.251 2.891 -1.137
N 2.739 -6.065 3.914 0.163
C 2.807 -5.887 5.353 -1.213
C 3.975 -5.561 3.325 -0.903
N 0.617 -7.295 3.812 -0.117
C 1.426 -8.531 3.622 -1.060
C -0.739 -7.661 3.325 -1.076
H -0.904 -5.629 5.388 0.287
H -0.741 -3.877 5.384 0.379
H 0.611 -4.842 5.841 0.179
H -1.593 -5.001 2.631 0.229
H -0.413 -3.876 1.957 0.260
H -1.349 -3.410 3.361 0.414
H 2.755 -4.828 5.635 0.294
H 3.747 -6.287 5.743 0.430
H 2.028 -6.445 5.873 0.359
H 4.040 -4.467 3.384 0.211
H 4.064 -5.861 2.283 0.293
H 4.842 -5.985 3.838 0.348
H 1.529 -8.788 2.564 0.367
H 0.953 -9.370 4.137 0.405
H 2.421 -8.444 4.047 0.314
H -0.764 -7.778 2.239 0.381
H -1.485 -6.918 3.605 0.255
H -1.069 -8.594 3.780 0.397
O -4.224 2.962 -3.353 -0.784
P -5.230 4.052 -3.674 0.862
N -4.148 5.048 -4.594 0.062
C -4.176 6.493 -4.721 -0.762
C -3.643 4.428 -5.820 -1.027
N -5.356 4.649 -2.055 0.220
C -5.177 6.039 -1.677 -1.205
C -4.820 3.803 -0.999 -1.163
N -6.639 5.008 -4.117 -0.089
C -7.853 4.642 -3.334 -1.063
C -7.043 4.824 -5.534 -1.092
H -5.018 6.875 -5.313 0.276
H -3.262 6.844 -5.206 0.398
H -4.185 6.998 -3.760 0.183
H -4.417 4.331 -6.593 0.264
H -3.258 3.427 -5.617 0.233
H -2.817 4.999 -6.245 0.404
H -4.120 6.333 -1.692 0.313
H -5.553 6.210 -0.664 0.405
H -5.755 6.714 -2.308 0.356
H -3.724 3.852 -0.958 0.356
H -5.120 2.766 -1.140 0.338
H -5.216 4.100 -0.024 0.366
H -8.107 3.585 -3.455 0.367
H -8.704 5.242 -3.662 0.410
H -7.737 4.842 -2.274 0.311
H -7.162 3.768 -5.791 0.381
H -6.321 5.263 -6.222 0.265
H -7.984 5.335 -5.733 0.397

=====

(6)
43
Properties=species:S:1:pos:R:3:nbo_charge:R:1 method="wB97M-V/def2-TZVPD" fmax_ev_per_a=8.2 lumo_ev="-8.40 / -7.44" homo_ha="-0.5976 / -0.5949" total_charge=+2 orbital_gap_ev="7.9 / 8.8" multiplicity=6
C 1.819 2.660 0.428 -0.622
H 2.133 3.438 1.136 0.250
H 2.364 2.824 -0.500 0.230
H 2.160 1.722 0.783 0.197
C 0.314 2.764 0.145 -0.380
H -0.055 1.910 -0.456 0.130
H -0.333 2.737 1.052 0.180
C 0.122 4.050 -0.679 -0.604
H -0.931 4.302 -0.851 0.228
H 0.627 4.885 -0.175 0.243
H 0.609 3.896 -1.656 0.220
C -0.899 -2.313 -0.486 -0.158
C -1.305 -1.265 -1.403 -0.150
C -0.143 -0.454 -1.698 -0.093
C 0.962 -0.959 -0.928 -0.153
C 0.511 -2.102 -0.173 -0.154
C 1.392 -3.009 0.604 -0.649
C 2.391 -0.666 -1.218 -0.642
C -0.032 0.640 -2.708 -0.653
C -2.697 -0.870 -1.702 -0.660
C -1.800 -3.210 0.276 -0.670
Sm -0.738 -0.335 0.598 2.014
H 3.032 -0.942 -0.383 0.238
H 2.730 -1.233 -2.096 0.272
H 2.561 0.390 -1.423 0.239
H 2.322 -2.500 0.854 0.243
H 0.925 -3.306 1.547 0.228
H 1.650 -3.928 0.052 0.285
H -2.777 -2.737 0.442 0.232
H -1.964 -4.153 -0.258 0.306
H -1.357 -3.456 1.246 0.237
H -2.724 0.105 -2.193 0.252
H -3.195 -1.588 -2.359 0.301
H -3.279 -0.808 -0.776 0.213
H 0.671 1.409 -2.390 0.234
H 0.328 0.259 -3.673 0.278
H -0.991 1.132 -2.880 0.236
C -0.708 -0.162 4.252 -0.253
O -0.582 0.467 2.952 -0.796
H -0.819 -1.231 4.060 0.191
H -1.575 0.249 4.790 0.221
H 0.224 0.029 4.805 0.222
H -0.943 1.362 3.042 0.518

=====

(7)
63
Properties=species:S:1:pos:R:3:nbo_charge:R:1 method="wB97M-V/def2-TZVPD" fmax_ev_per_a=5.7 lumo_ev=1.39 homo_ha=-0.0321 total_charge=-1 de_lowest_kj_mol=731.8 orbital_gap_ev=2.3
N 10.605 -11.972 -13.541 -1.216
H 9.642 -12.237 -13.394 0.422
H 10.764 -11.229 -12.876 0.418
H 10.885 -11.548 -14.414 0.416
H 11.188 -12.786 -13.403 0.372
C 8.981 -6.713 -11.689 0.889
O 8.550 -6.032 -10.752 -0.717
O 9.828 -7.511 -11.312 -0.724
O 8.480 -6.665 -12.810 -0.790
O 5.958 -11.628 -13.177 -0.943
H 5.359 -12.133 -12.627 0.462
H 5.401 -10.981 -13.608 0.473
O 11.280 -8.524 -16.702 -0.956
H 11.379 -7.868 -17.392 0.462
H 10.556 -8.201 -16.166 0.485
C 16.390 -12.505 -9.385 -0.624
C 17.462 -12.427 -10.488 0.095
C 18.080 -13.757 -10.942 -0.625
O 16.703 -11.942 -11.561 -0.729
H 16.819 -12.876 -8.454 0.193
H 15.501 -13.075 -9.658 0.214
H 16.045 -11.479 -9.261 0.203
H 18.220 -11.728 -10.137 0.154
H 18.594 -14.256 -10.120 0.203
H 18.756 -13.589 -11.780 0.214
H 17.337 -14.468 -11.305 0.213
H 16.550 -11.022 -11.335 0.467
C 12.100 -18.545 -6.328 -0.641
C 11.034 -17.763 -7.123 0.102
C 11.185 -17.936 -8.647 -0.628
O 9.772 -18.125 -6.648 -0.726
H 11.982 -19.624 -6.425 0.212
H 12.101 -18.277 -5.271 0.201
H 13.105 -18.232 -6.610 0.211
H 11.045 -16.685 -6.957 0.155
H 12.207 -17.823 -9.008 0.216
H 10.524 -17.225 -9.143 0.217
H 10.838 -18.941 -8.887 0.207
H 9.770 -18.101 -5.688 0.468
C 11.945 -18.142 -17.520 -0.624
C 12.101 -18.410 -16.047 0.074
C 13.028 -19.561 -15.776 -0.640
O 12.539 -17.178 -15.474 -0.719
H 11.275 -17.305 -17.716 0.223
H 11.647 -19.004 -18.117 0.207
H 12.907 -17.822 -17.922 0.188
H 11.092 -18.549 -15.659 0.177
H 13.919 -19.409 -16.385 0.199
H 12.615 -20.536 -16.031 0.215
H 13.249 -19.752 -14.726 0.224
H 13.380 -17.024 -15.909 0.451
C 15.345 -3.712 -12.615 -0.628
C 16.218 -4.944 -12.556 0.088
C 17.684 -4.729 -12.438 -0.615
O 15.773 -5.696 -11.479 -0.712
H 15.712 -3.297 -13.553 0.191
H 15.474 -2.954 -11.843 0.209
H 14.279 -3.870 -12.780 0.225
H 16.081 -5.456 -13.509 0.145
H 18.222 -5.655 -12.643 0.213
H 18.011 -4.248 -11.516 0.210
H 18.015 -4.024 -13.200 0.202
H 14.908 -5.977 -11.788 0.473

=====

(8)
28
Properties=species:S:1:pos:R:3:nbo_charge:R:1 method="wB97M-V/def2-TZVPD" fmax_ev_per_a=5.1 lumo_ev=3.30 homo_ha=-0.1232 total_charge=-1 de_lowest_kj_mol=200.6 orbital_gap_ev=6.7
C -1.211 -0.712 -1.562 0.668
C -0.273 -0.381 1.975 -0.421
C -1.737 1.011 0.712 -0.402
C -1.086 -1.328 -0.214 -0.509
C 0.993 -0.062 1.318 -0.263
C -0.380 1.798 0.631 -0.230
C -1.471 -0.512 1.037 -0.197
C 1.360 1.334 -0.844 0.113
N 2.408 0.724 -1.341 -0.465
N 0.763 0.944 0.272 -0.469
N -0.252 -0.479 -2.458 -0.796
N 2.974 -0.431 -1.446 0.601
O 4.196 -0.541 -1.298 -0.513
O -2.350 -0.225 -1.822 -0.706
O 2.289 -1.404 -1.735 -0.554
H -0.236 -1.469 2.356 0.204
H -0.551 0.214 2.836 0.207
H -2.087 1.354 1.732 0.175
H -2.373 1.187 -0.106 0.243
H -0.016 -1.778 -0.006 0.217
H -1.530 -2.296 -0.219 0.235
H 1.706 0.412 1.996 0.200
H 1.418 -0.966 0.731 0.227
H -0.402 2.442 -0.206 0.244
H -0.103 2.194 1.534 0.159
H -2.386 -0.743 1.513 0.211
H -0.427 0.228 -3.113 0.391
H 0.762 -0.516 -2.274 0.432

=====

(9)
47
Properties=species:S:1:pos:R:3:nbo_charge:R:1 method="wB97M-V/def2-TZVPD" fmax_ev_per_a=1.1 lumo_ev=0.59 homo_ha=-0.2895 de_lowest_kj_mol=254.4 orbital_gap_ev=8.5 smiles="COCCN(C(=S)Nc1cc(C)cc(C)c1)[C@H](C)c1ccco1"
C 0.994 3.723 -0.495 -0.252
O 2.006 2.826 -0.880 -0.531
C 1.680 1.467 -0.735 -0.076
C 1.785 0.975 0.726 -0.257
N 1.476 -0.432 0.854 -0.423
C 0.229 -0.934 0.633 0.314
S -0.063 -2.563 0.579 -0.257
N -0.770 -0.015 0.507 -0.609
C -2.119 -0.220 0.187 0.165
C -3.050 0.658 0.740 -0.259
C -4.395 0.545 0.436 0.007
C -5.404 1.472 1.044 -0.625
C -4.804 -0.459 -0.435 -0.233
C -3.889 -1.326 -1.009 -0.002
C -4.325 -2.393 -1.966 -0.627
C -2.541 -1.195 -0.703 -0.196
C 2.605 -1.340 1.063 -0.114
C 3.147 -1.213 2.487 -0.609
C 3.664 -1.117 0.032 0.263
C 3.820 -1.666 -1.207 -0.292
C 4.978 -1.071 -1.763 -0.313
C 5.440 -0.205 -0.821 0.085
O 4.652 -0.223 0.266 -0.416
H 1.319 4.708 -0.823 0.199
H 0.040 3.477 -0.979 0.167
H 0.847 3.744 0.591 0.158
H 0.674 1.267 -1.132 0.172
H 2.405 0.922 -1.344 0.204
H 2.812 1.129 1.059 0.236
H 1.143 1.578 1.379 0.183
H -0.595 0.896 0.908 0.394
H -2.716 1.432 1.419 0.197
H -6.059 1.880 0.276 0.219
H -4.919 2.294 1.565 0.211
H -6.025 0.931 1.758 0.221
H -5.855 -0.556 -0.669 0.203
H -5.409 -2.463 -2.008 0.212
H -3.921 -3.358 -1.663 0.224
H -3.952 -2.177 -2.966 0.220
H -1.826 -1.862 -1.155 0.229
H 2.202 -2.349 0.921 0.282
H 3.574 -0.228 2.664 0.207
H 3.923 -1.957 2.644 0.222
H 2.345 -1.387 3.200 0.222
H 3.188 -2.403 -1.659 0.238
H 5.405 -1.265 -2.725 0.230
H 6.284 0.454 -0.804 0.205